The following is a quantum chemistry calculation of a cluster of 8 separate species, C8H32N4O11 in total, from the Open Molecules 2025 dataset.

F_max   6.061 eV/Å
Kohn-Sham gap   9.63 eV
Structure (SMILES)   NC(N)=O.NC(N)=O.OCCO.OCCO.OCCO.O.O.O

```
55
Properties=species:S:1:pos:R:3:forces:R:3
O 6.2375 -1.8263 -3.6863 0.409 0.807 -0.334
O 4.5904 -0.8193 1.7668 -0.125 -0.184 0.006
O 2.4959 2.8930 -0.6701 -0.781 0.146 0.101
O 3.7388 -2.3098 -5.1516 -0.356 0.156 0.334
O -6.2601 -3.9199 1.8890 -0.147 -0.223 -0.156
O -1.9431 -1.0128 0.9479 -3.348 -0.731 1.817
O -2.1133 4.0667 6.1252 -1.197 -2.914 -1.263
O -1.2969 -4.5566 -3.0776 0.563 0.879 -0.142
O -3.9791 -3.1462 -3.7332 0.227 -0.216 0.047
O -4.0256 -0.8970 4.3932 -0.276 -0.113 0.114
O 0.4498 4.9017 0.4392 0.374 0.760 0.241
N -2.3738 6.2691 6.1268 -2.025 3.408 -1.185
N -0.4075 -0.7865 -0.5254 3.114 -0.433 -4.221
N -0.8682 5.3406 7.3556 4.056 1.479 3.889
N -0.4417 0.6359 1.0488 2.778 4.936 2.157
C -1.0357 -0.3646 0.5170 -2.299 -3.169 1.075
C 1.3630 5.1809 -0.6142 -0.680 -1.616 -0.521
C -1.8220 5.1475 6.5301 -1.234 -1.276 -1.773
C -2.5880 -4.9755 -2.7321 -1.182 -0.764 -0.527
C 4.4850 -3.3020 -4.4529 0.213 0.155 0.574
C 5.1989 -2.6844 -3.2336 0.748 0.497 -0.610
C -3.6376 -4.5301 -3.8107 0.838 -0.022 0.859
C 1.6488 3.8298 -1.3558 1.477 1.200 0.139
H 0.9780 5.8760 -1.3604 -0.578 -0.007 -0.190
H -0.5868 1.0790 1.9447 -0.383 -0.563 -0.250
H 4.5145 -2.1218 -2.5987 -0.333 -0.183 -0.043
H -0.7467 6.3041 7.6333 0.782 -0.592 0.449
H -0.2426 4.6037 7.6481 -0.343 0.306 -0.061
H 0.4292 0.8530 0.5858 -0.092 0.758 0.787
H -5.5045 -3.4401 1.5497 0.226 0.138 -0.081
H -6.4497 -3.5050 2.7305 -0.040 0.114 0.241
H 0.3689 -0.1624 -0.6922 0.080 -1.015 -1.613
H 5.8155 -3.3204 -2.5985 -0.883 -1.011 -0.091
H -2.9002 -4.6833 -1.7295 0.002 0.536 0.083
H -0.3400 4.5145 0.0547 -0.077 -0.004 -0.023
H 3.3330 3.3245 -0.4835 0.023 0.081 0.013
H -0.6881 -5.1117 -2.5848 0.137 0.136 -0.030
H 2.8941 -2.7269 -5.3362 -0.122 0.351 -0.173
H 0.7174 3.3203 -1.6029 -0.002 0.035 0.208
H -3.1702 6.2882 5.5058 0.281 -0.269 0.263
H -2.5027 -6.0612 -2.6866 -0.794 -0.369 -0.222
H 4.5995 -0.2370 1.0071 -0.028 0.125 -0.218
H 3.8019 -4.0819 -4.1164 0.155 -0.285 0.037
H 5.1768 -0.4007 2.3970 0.144 0.064 0.201
H -4.8100 -3.1467 -3.2525 0.040 0.476 0.048
H 2.2171 5.7447 -0.2390 0.278 -0.677 0.427
H -3.3684 -0.4452 4.9225 0.124 0.138 0.149
H -3.5968 -1.0407 3.5495 0.191 -0.024 -0.376
H -0.7922 -1.4189 -1.2125 0.124 0.250 0.308
H 5.1911 -3.6760 -5.1943 0.359 -0.397 0.473
H -2.0916 7.1458 6.5413 -0.309 -0.162 -0.327
H 5.9612 -0.9070 -3.6996 -0.204 -0.085 -0.158
H -3.1826 -4.7413 -4.7784 -0.147 0.108 -0.111
H -4.5901 -5.0508 -3.7116 0.348 -0.720 0.035
H 2.1493 4.0909 -2.2882 -0.103 -0.017 -0.372
```
Positions in Å, forces in eV/Å.

***

The following is a quantum chemistry calculation of a structure of composition C16H20GdN4O6, from the Open Molecules 2025 dataset.

Net charge   +1
F_max   2.912 eV/Å
Relative energy (zero: lowest compared OMol25 entry of this formula, charge and spin)   45.6 kJ/mol
Spin multiplicity   8
Kohn-Sham gap (alpha / beta)   9.40 / 5.20 eV

```
47
Properties=species:S:1:pos:R:3:forces:R:3
Gd -0.1485 0.3181 -0.0128 1.325 1.365 2.204
O -0.6931 -1.0900 -1.3901 -1.176 -2.149 -0.406
O -0.3850 -1.1418 2.0133 0.130 -0.122 -0.098
O 1.1594 1.1670 1.8787 0.290 0.232 0.413
O 0.7830 -0.8844 -3.0362 -0.681 0.143 -0.056
O 1.7823 -1.2581 0.4878 0.035 -0.265 -0.077
O 2.0610 1.0853 -0.7156 0.369 -0.186 -0.027
N -0.9288 1.6774 -1.9308 -0.364 -0.292 -0.759
N -1.7331 1.4511 1.0378 -0.871 0.363 0.207
N 0.6871 5.1161 0.4397 0.414 0.438 -0.182
N -1.1385 3.7774 1.3604 -0.985 0.034 0.729
C -2.2430 2.0929 -4.3550 0.182 -0.052 0.262
C 0.3529 -2.3711 2.0393 0.334 -0.338 -0.312
C -0.2112 -0.3195 3.1680 0.086 0.707 0.279
C -0.2321 -0.5427 -2.4508 0.651 0.265 -2.774
C 2.5971 -1.2862 -0.6918 0.236 0.224 -0.375
C -0.1889 4.5105 0.8792 0.662 0.115 -0.450
C 2.4191 1.7840 1.6072 0.237 0.048 -0.438
C -1.6025 0.8886 -4.1020 0.108 -0.040 0.155
C -1.5331 2.8403 -2.2009 0.119 0.198 0.237
C -0.9742 0.7198 -2.8794 0.161 0.063 0.014
C 3.1280 0.1332 -0.9247 -0.061 -0.500 -0.037
C -2.2037 3.0848 -3.3871 0.085 -0.148 0.062
C -1.3997 2.5840 1.1398 -0.399 -0.152 0.358
C 1.1136 0.4577 3.1199 -0.351 -0.421 0.024
C 1.1347 -2.5117 0.7291 -0.361 -0.189 0.310
C 2.4272 2.1832 0.1248 -0.192 0.395 0.598
H -2.6899 4.0339 -3.5399 -0.004 0.119 0.007
H -2.7527 2.2556 -5.2914 -0.070 0.004 -0.079
H 0.4432 -2.7311 -0.0973 0.259 -0.023 0.097
H 3.2263 1.0733 1.8335 -0.142 0.071 -0.014
H 1.8761 -3.3174 0.8111 -0.160 0.118 0.005
H 3.9567 0.3547 -0.2456 -0.164 0.038 -0.040
H 2.5499 2.6818 2.2229 -0.022 -0.103 -0.064
H -0.2582 -0.9207 4.0829 -0.012 0.078 -0.150
H 1.9978 -1.5992 -1.5578 0.167 -0.037 0.336
H -1.4649 3.6076 -1.4380 -0.041 -0.023 -0.030
H 1.9659 -0.2351 3.1712 -0.064 0.176 -0.043
H 3.4776 0.2223 -1.9607 -0.065 0.002 0.226
H 3.4140 2.5703 -0.1510 -0.194 0.002 -0.011
H 1.6813 2.9732 -0.0470 0.280 -0.152 -0.031
H -1.6022 0.0903 -4.8268 0.063 -0.090 -0.037
H 3.4344 -1.9838 -0.5610 -0.089 0.142 0.021
H 1.1656 1.1584 3.9618 -0.017 -0.102 -0.095
H -1.0534 0.3820 3.1474 0.210 -0.218 0.114
H -0.3527 -3.2058 2.1442 0.180 0.178 -0.010
H 1.0409 -2.3820 2.8897 -0.098 0.086 -0.061
```
Positions in Å, forces in eV/Å.

***

The following is a quantum chemistry calculation of a structure of composition C6H16KO5, from the Open Molecules 2025 dataset.

Net charge   +1
F_max   2.071 eV/Å
Kohn-Sham gap   10.82 eV

```
28
Properties=species:S:1:pos:R:3:forces:R:3
K -1.2909 -1.3302 0.2083 0.150 0.067 0.257
O 0.2296 1.1513 0.5532 -0.802 -0.981 -0.160
O -2.0934 -3.6228 -1.2468 0.129 0.766 -0.779
O 0.9294 -2.8370 1.0945 -0.343 0.209 -0.194
O 1.9310 2.3742 1.2991 0.235 0.094 -0.037
O 0.9085 3.0411 -0.4474 0.821 1.073 -1.150
C -1.0050 4.2857 -1.2682 0.079 0.352 0.214
C 1.8554 -3.2240 2.1144 0.868 -0.018 -0.129
C -2.9216 -3.3669 -2.4099 -0.158 -0.834 -0.356
C 1.9621 1.5622 2.4654 -0.599 0.200 0.969
C 0.9578 2.1132 0.4566 0.042 -0.267 0.386
C -0.1319 3.0529 -1.4191 -1.976 -0.343 0.518
H -2.3749 -3.6283 -3.3181 0.083 0.251 0.020
H 1.4520 -2.5174 0.3529 0.128 -0.084 0.067
H 2.1322 -2.3815 2.7482 -0.271 0.028 0.137
H -1.2378 -3.7903 -1.6568 0.111 -0.328 0.525
H -0.7545 2.1781 -1.2057 0.041 0.057 -0.148
H -3.2726 -2.3394 -2.4910 0.064 0.070 0.252
H 2.7839 -3.5706 1.6558 -0.059 -0.105 -0.008
H -1.4201 4.4451 -0.2709 -0.012 -0.520 0.057
H 2.7817 1.9597 3.0517 0.276 -0.398 -0.082
H 1.9839 0.4914 2.2753 0.538 0.076 -0.312
H -0.4796 5.2218 -1.4621 0.102 -0.172 -0.421
H 1.0555 1.7107 3.0623 -0.009 0.194 -0.191
H 1.4696 -4.0476 2.7054 -0.349 0.112 -0.020
H -3.7662 -4.0547 -2.4111 -0.144 0.199 0.311
H 0.1472 2.9715 -2.4686 1.067 -0.007 0.296
H -1.8316 4.1518 -1.9673 -0.012 0.309 -0.023
```
Positions in Å, forces in eV/Å.

***

The following is a quantum chemistry calculation of a cluster of 2 separate species, C5H15N3O6S in total, from the Open Molecules 2025 dataset.

F_max   5.642 eV/Å
Relative energy (zero: lowest compared OMol25 entry of this formula, charge and spin)   0.0 kJ/mol
Kohn-Sham gap   9.71 eV
Structure (SMILES)   O=S(=O)(O)[C@]1(NCO)CNCO1.NCO

```
30
Properties=species:S:1:pos:R:3:forces:R:3
S 0.3615 1.5010 0.0180 -1.095 1.854 -0.854
O 2.9755 -1.3827 0.9048 0.365 -1.335 0.432
O -1.3358 -0.6191 2.2276 -0.953 -1.199 0.952
O 1.3783 2.3205 -0.6202 -0.284 0.213 1.251
O -1.0293 2.0059 -0.7854 -0.195 -2.348 4.780
O 0.0630 1.5542 1.4603 0.586 0.517 -2.345
O -0.5716 -0.4427 -1.4185 0.794 -1.290 -0.542
N -2.8487 0.6861 1.0387 -0.316 2.053 1.415
N 0.6389 -1.1735 0.4641 0.101 0.613 -1.328
N 1.0907 -0.0338 -2.9516 1.097 -0.717 -0.142
C -2.7281 -0.1746 2.1913 0.877 -1.824 0.262
C 1.7786 -0.1511 -1.6668 -1.012 1.384 0.561
C 0.5914 -0.3166 -0.6684 -1.096 0.021 0.307
C 1.7912 -0.8475 1.3210 -3.861 -3.214 2.568
C -0.1391 -0.7162 -2.8553 -1.039 2.073 1.730
H 2.4568 -0.9229 -1.6397 1.053 -2.375 0.121
H 0.0023 -1.7595 -2.9276 -0.162 -1.211 -0.264
H -0.9109 2.4821 -1.5481 1.203 1.849 -2.882
H 2.4000 0.7260 -1.3785 -0.717 -0.505 -0.704
H 2.8939 -2.3053 1.1954 0.610 0.097 -0.557
H -2.9654 0.2154 3.2356 -0.041 0.267 -1.731
H 1.9184 0.1364 1.5150 0.559 3.372 -0.010
H -0.3151 -1.2051 0.9413 1.661 0.124 -0.392
H -0.9856 -0.2793 -3.4382 0.994 -0.629 0.093
H 0.9730 0.9181 -3.1385 -0.378 1.602 -0.527
H -2.5037 1.6539 1.3320 -0.692 -1.787 -0.813
H -2.2227 0.3847 0.2833 -0.591 -0.076 0.488
H 1.3151 -1.2111 2.3580 1.754 0.260 -1.639
H -3.2888 -1.1726 2.1146 0.561 1.570 -0.261
H -0.7836 0.1292 2.4357 0.217 0.642 0.031
```
Positions in Å, forces in eV/Å.